Entry 1:
Density functional theory data (ωB97M-V/def2-TZVPD) for a structure of composition C19H25ClNNiO2Sc.

Structure (ORCA input):
```
! RIJCOSX wB97M-V def2-TZVPD def2/J DEFGRID3
* xyz -2 3
Sc -3.65569 -0.09279 -3.14993
Cl -2.56784 -1.96773 -2.13985
C -4.18898 -0.46797 -5.23034
C -5.85374 -0.72078 -2.95599
H -5.25780 -0.33715 -5.47269
H -3.46688 -0.10157 -5.97841
H -3.96517 -1.53522 -5.20972
H -6.52715 -0.45731 -3.79716
H -6.34624 -0.64458 -1.96909
H -5.67503 -1.79489 -3.00960
Ni -1.22862 0.36444 -1.81167
C -0.17064 -0.76838 -3.22615
C -2.63364 1.50559 -2.05748
H -0.86995 -1.03247 -4.04244
H 0.71355 -0.19328 -3.55348
H 0.13418 -1.62561 -2.58597
H -3.20822 1.49333 -1.09895
H -2.11441 2.51478 -2.02784
C -0.41879 -1.71806 4.10797
C -0.28381 -0.39064 3.42697
C -1.39293 0.44947 3.33984
C -1.31495 1.69866 2.72269
C -0.12726 2.10833 2.14937
C 0.97156 1.23571 2.18053
N 2.13409 1.72612 1.57937
C 3.15999 1.10615 0.86272
C 4.43151 1.71859 0.83958
C 5.51258 1.01039 0.31133
C 5.36245 -0.23672 -0.30625
C 4.07949 -0.76281 -0.39785
C 2.98722 -0.08242 0.12613
C 1.55220 -0.61726 -0.01928
O 1.28072 -1.75325 0.39856
O 0.74170 0.22825 -0.54043
C 0.95170 0.03093 2.92580
C 2.19618 -0.73307 3.19825
H -0.17807 -2.54187 3.42562
H 0.23910 -1.80901 4.98367
H -1.45281 -1.87657 4.42637
H -2.33755 0.14071 3.78921
H -2.16993 2.36482 2.66675
H -0.02133 3.07523 1.63732
H 2.31134 2.72675 1.65739
H 4.54324 2.72546 1.26676
H 6.48335 1.49312 0.26937
H 6.20823 -0.77610 -0.73586
H 3.88683 -1.74724 -0.78893
H 2.26043 -1.58655 2.52009
H 3.12025 -0.14800 3.11058
H 2.16557 -1.19751 4.18313
*
```

Calculated values
Maximum force in eV Å⁻¹: 3.9
Electronic energy in eV: -99958.381
ΔE to the lowest compared entry with this formula, charge and spin in kJ/mol: 0.00
Frontier orbital gap (alpha / beta) in eV: 5.388 / 5.630
<S²>: 2.009

Now the Mulliken charges, all in e:
1 Sc 0.19
2 Cl -0.49
3 C -1.18
4 C -1.15
5 H 0.25
6 H 0.33
7 H 0.31
8 H 0.19
9 H 0.33
10 H 0.30
11 Ni 0.44
12 C -1.07
13 C -0.78
14 H 0.42
15 H 0.23
16 H 0.26
17 H 0.15
18 H 0.24
19 C -1.60
20 C 1.30
21 C -1.01
22 C -0.60
23 C -0.84
24 C -0.03
25 N 0.09
26 C 0.07
27 C -0.73
28 C -0.44
29 C -0.64
30 C -0.47
31 C 0.78
32 C 0.14
33 O -0.72
34 O -0.56
35 C 1.24
36 C -1.60
37 H 0.27
38 H 0.31
39 H 0.40
40 H 0.27
41 H 0.34
42 H 0.32
43 H 0.26
44 H 0.28
45 H 0.33
46 H 0.36
47 H 0.44
48 H 0.24
49 H 0.31
50 H 0.54

Entry 2:
Density functional theory data (ωB97M-V/def2-TZVPD) for the molecule C19H25FN2O2.

Structure (ORCA input):
```
! RIJCOSX wB97M-V def2-TZVPD def2/J DEFGRID3
* xyz 0 1
O 2.50261 -1.21511 -0.02325
C 2.56068 -1.00619 -1.21505
C 3.82680 -0.54801 -1.84530
C 3.90133 0.03933 -3.10811
C 5.11868 0.44478 -3.62069
C 6.26425 0.25016 -2.86774
F 7.44849 0.63788 -3.37331
C 6.22362 -0.32749 -1.61036
C 4.99994 -0.71653 -1.10607
C 1.33879 -1.16140 -2.10875
C 0.58709 0.18673 -2.08116
C -0.31496 0.27593 -0.85492
N -1.33720 -0.74677 -0.91805
C -2.42541 -0.79694 -0.08786
O -3.26347 -1.67570 -0.18580
N -2.53658 0.23792 0.79944
C -3.59542 0.23762 1.78931
C -4.10418 1.66248 2.02180
C -3.08210 2.52099 2.76409
C -2.68614 1.86693 4.08438
C -2.12467 0.46914 3.84218
C -3.14707 -0.39783 3.11219
C -1.04649 -1.90264 -1.74107
C 0.42130 -2.28221 -1.59281
H 3.01244 0.20459 -3.69575
H 5.19155 0.90687 -4.59252
H 7.13499 -0.46088 -1.04973
H 4.92692 -1.16442 -0.12658
H 1.65478 -1.37817 -3.13062
H 1.29587 1.01732 -2.06048
H -0.02155 0.28504 -2.98082
H -0.79058 1.26334 -0.83672
H 0.30554 0.16543 0.04826
H -1.70775 0.74676 1.05348
H -4.39328 -0.37434 1.35532
H -5.02076 1.60810 2.61191
H -4.34793 2.11807 1.06042
H -3.50728 3.50920 2.95271
H -2.19309 2.66195 2.14463
H -1.94551 2.48355 4.59858
H -3.56593 1.79412 4.72772
H -1.86565 0.00270 4.79498
H -1.20540 0.54023 3.25511
H -4.02514 -0.53025 3.74700
H -2.72999 -1.38536 2.90619
H -1.28726 -1.69806 -2.79212
H -1.69901 -2.70875 -1.39904
H 0.63292 -2.45101 -0.53452
H 0.62120 -3.20909 -2.13049
*
```

Calculated values
Maximum force in eV Å⁻¹: 0.5
SMILES: O=C(c1ccc(F)cc1)C1CCN(C(=O)NC2CCCCC2)CC1
Electronic energy in eV: -29902.920
ΔE to the lowest compared entry with this formula, charge and spin in kJ/mol: 0.49
Frontier orbital gap in eV: 8.957

Now the Mulliken charges, all in e:
1 O -0.64
2 C 0.12
3 C 0.28
4 C -0.17
5 C -0.80
6 C 0.42
7 F -0.32
8 C -0.59
9 C -0.47
10 C 0.48
11 C -1.19
12 C -0.85
13 N 0.19
14 C 0.50
15 O -0.73
16 N 0.00
17 C -0.47
18 C -0.98
19 C -0.56
20 C -0.67
21 C -0.55
22 C -0.92
23 C -1.04
24 C -1.11
25 H 0.35
26 H 0.44
27 H 0.44
28 H 0.45
29 H 0.61
30 H 0.55
31 H 0.39
32 H 0.67
33 H 0.32
34 H 0.32
35 H 0.50
36 H 0.42
37 H 0.37
38 H 0.33
39 H 0.29
40 H 0.33
41 H 0.32
42 H 0.35
43 H 0.26
44 H 0.42
45 H 0.37
46 H 0.28
47 H 0.52
48 H 0.33
49 H 0.44

Entry 3:
Density functional theory data (ωB97M-V/def2-TZVPD) for a structure of composition C19H25GeN2O5Tl.

Structure (ORCA input):
```
! RIJCOSX wB97M-V def2-TZVPD def2/J DEFGRID3
* xyz -2 1
Tl 1.56323 -0.19499 -0.28139
O 5.39139 4.52008 1.90133
C 5.07412 3.84341 2.93335
O 5.52793 3.97778 4.07385
C 4.04182 2.76302 2.72247
C 3.61842 1.90064 3.69393
N 2.76546 1.03689 3.10864
N 2.59272 1.27362 1.80994
C 3.36229 2.34088 1.54926
C 3.40865 2.95552 0.20612
O 4.19369 3.98994 0.08009
O 2.74334 2.54113 -0.72797
H 4.75659 4.17050 0.98350
H 3.87608 1.86582 4.73824
H 2.22021 0.31515 3.54505
C -4.51958 -2.99560 -2.62882
C -3.04555 -3.15629 -2.36014
C -2.09433 -2.40753 -3.05564
C -0.74412 -2.45266 -2.76562
C 0.17536 -1.56175 -3.56036
C -0.26265 -3.31992 -1.72327
C 1.11306 -3.44205 -1.35267
O 2.08959 -2.67984 -1.64936
C -1.24342 -4.10900 -1.03372
C -0.84822 -5.01989 0.09886
C -2.57993 -4.00427 -1.35202
H -4.68451 -2.48598 -3.58011
H -4.98998 -2.39789 -1.83965
H -5.02952 -3.96356 -2.66386
H -2.43392 -1.74288 -3.84761
H -0.24149 -1.35645 -4.55069
H 1.16502 -1.99687 -3.66140
H 0.29884 -0.60068 -3.04978
H 1.34039 -4.28946 -0.68178
H -0.26227 -4.47995 0.84710
H -0.24717 -5.86510 -0.25355
H -1.74176 -5.41576 0.58626
H -3.29847 -4.59768 -0.78919
C -0.75995 3.52721 -0.34332
Ge -1.29852 1.98971 0.82535
C -3.27977 2.37548 0.99124
C -0.71969 2.49687 2.67022
C -0.82525 0.16450 0.43033
H -0.95392 4.48571 0.14246
H -1.33215 3.48384 -1.27249
H 0.29907 3.46479 -0.59729
H -3.40847 3.36893 1.43019
H -3.78371 1.65149 1.63530
H -3.77552 2.36653 0.01779
H -1.16384 3.45250 2.95963
H 0.36633 2.58721 2.74556
H -1.04492 1.73902 3.38698
H -1.37104 -0.11210 -0.49132
*
```

Calculated values
Maximum force in eV Å⁻¹: 2.4
Electronic energy in eV: -94534.328
ΔE to the lowest compared entry with this formula, charge and spin in kJ/mol: 59.56
Frontier orbital gap (alpha / beta) in eV: 5.999 / 3.886

Now the Mulliken charges, all in e:
1 Tl 0.60
2 O -0.69
3 C 0.55
4 O -0.73
5 C 0.49
6 C -0.68
7 N 0.00
8 N -0.29
9 C -0.09
10 C 0.59
11 O -0.72
12 O -0.55
13 H 0.49
14 H 0.51
15 H 0.11
16 C -1.48
17 C 0.60
18 C -0.70
19 C 0.92
20 C -1.72
21 C 1.00
22 C -0.77
23 O -0.67
24 C 1.03
25 C -1.81
26 C -0.77
27 H 0.35
28 H 0.26
29 H 0.34
30 H 0.23
31 H 0.46
32 H 0.31
33 H 0.08
34 H 0.22
35 H 0.31
36 H 0.33
37 H 0.35
38 H 0.21
39 C -1.08
40 Ge 0.40
41 C -1.26
42 C -1.03
43 C -0.74
44 H 0.34
45 H 0.35
46 H 0.26
47 H 0.35
48 H 0.35
49 H 0.35
50 H 0.39
51 H 0.19
52 H 0.32
53 H 0.14

Entry 4:
Density functional theory data (ωB97M-V/def2-TZVPD) for a structure of composition C19H25IrN3SSi.

Structure (ORCA input):
```
! RIJCOSX wB97M-V def2-TZVPD def2/J DEFGRID3
* xyz 2 6
C 1.62471 0.40680 2.18923
C 1.91144 0.04736 0.81596
C 2.34638 1.23747 0.12427
H 1.99149 -0.97315 0.43660
C 2.28072 2.33909 1.09512
C 1.88537 1.79747 2.34213
H 1.91827 2.33951 3.29901
H 1.33259 -0.30481 2.98983
H 2.84761 1.24455 -0.84177
H 2.59262 3.36738 0.89200
Ir 0.17991 1.36663 -0.00764
C -1.46158 -0.12814 -2.74793
H -0.75315 0.36892 -3.44752
H -2.25059 0.47482 -2.41731
H -1.66413 -1.16087 -3.10906
Si -0.73288 -0.50963 -1.10354
C -1.53467 -1.66205 0.25295
C -0.75196 -2.31714 1.21445
H 0.32870 -2.12308 1.30293
C -1.35796 -3.24401 2.08763
H -0.74165 -3.78992 2.79801
C -2.73769 -3.45742 2.09449
H -3.20645 -4.21160 2.73449
C -3.52817 -2.69460 1.23242
H -4.61161 -2.76429 1.27284
C -2.93792 -1.77014 0.36064
H -3.55871 -1.08398 -0.23468
C 0.92245 -1.23815 -1.82848
C 1.31061 -2.59112 -1.82074
H 0.78713 -3.26519 -1.13407
C 2.33934 -3.08257 -2.65326
H 2.59195 -4.15244 -2.59238
C 3.03834 -2.20896 -3.49417
H 3.81396 -2.60840 -4.15124
C 2.73161 -0.84044 -3.46947
H 3.31945 -0.14279 -4.08740
C 1.69896 -0.38011 -2.63164
H 1.53841 0.70388 -2.61438
H -1.10669 1.74953 -0.91864
H -1.85507 0.53652 -0.43389
N -0.96878 1.66879 1.74712
N -1.09009 3.04276 2.09610
C -0.74964 3.95813 1.17354
N -1.04469 5.24285 1.43117
S 0.03295 3.58010 -0.29305
H -1.90443 1.26995 1.67080
H -0.61712 1.18493 2.57980
H -1.75595 3.29948 2.81691
H -0.84518 5.97676 0.75266
H -1.59823 5.50131 2.22917
*
```

Calculated values
Maximum force in eV Å⁻¹: 3.3
Electronic energy in eV: -46106.552
ΔE to the lowest compared entry with this formula, charge and spin in kJ/mol: 0.00
Frontier orbital gap (alpha / beta) in eV: 6.965 / 4.055
<S²>: 8.784

Now the Mulliken charges, all in e:
1 C -1.15
2 C -0.28
3 C -0.40
4 H 0.94
5 C -0.99
6 C -0.34
7 H 0.49
8 H 0.52
9 H 0.69
10 H 0.56
11 Ir 0.82
12 C -1.20
13 H 0.34
14 H 0.49
15 H 0.38
16 Si 0.44
17 C 0.48
18 C 0.05
19 H 0.43
20 C -0.89
21 H 0.42
22 C -0.47
23 H 0.42
24 C -0.61
25 H 0.41
26 C -0.32
27 H 0.33
28 C 0.07
29 C -0.10
30 H 0.43
31 C -0.62
32 H 0.44
33 C -0.33
34 H 0.43
35 C -0.89
36 H 0.44
37 C -0.33
38 H 0.68
39 H 0.21
40 H -0.30
41 N -0.71
42 N -0.34
43 C 0.75
44 N -0.41
45 S -0.50
46 H 0.43
47 H 0.38
48 H 0.27
49 H 0.24
50 H 0.20

Entry 5:
Density functional theory data (ωB97M-V/def2-TZVPD) for a structure of composition C19H25N10S2Tc.

Structure (ORCA input):
```
! RIJCOSX wB97M-V def2-TZVPD def2/J DEFGRID3
* xyz 3 2
Tc -0.19177 1.41255 0.16431
C 1.49699 2.60819 1.24152
C 1.07996 3.36607 0.12494
C -0.29207 3.64260 0.28538
C -0.71470 3.06765 1.53809
C 0.39505 2.41711 2.12035
H 2.49484 2.22719 1.39279
H 1.69301 3.65721 -0.71469
H -0.89562 4.22778 -0.39061
H -1.70736 3.13943 1.94883
H 0.41787 1.91676 3.07538
C -2.43441 -1.56579 3.76852
N -1.00279 -1.46060 3.45560
C 0.02462 -1.82477 4.30439
C 1.18211 -1.57100 3.67056
N 0.85829 -1.05062 2.41409
C -0.49031 -0.97988 2.32240
S -1.46242 -0.34784 1.05572
C 1.80708 -0.83886 1.38062
C 2.99216 -1.55803 1.47171
C 3.99662 -1.35612 0.54944
C 3.77519 -0.43614 -0.46684
C 2.56015 0.20087 -0.51449
N 1.55341 0.01519 0.37871
H -2.52829 -1.92248 4.78933
H -2.90993 -2.27145 3.09158
H -2.90000 -0.58709 3.67755
H -0.15741 -2.21704 5.29048
H 2.18748 -1.67504 4.03534
H 3.12978 -2.30095 2.24235
H 4.92544 -1.90578 0.62614
H 4.52389 -0.21401 -1.21399
H 2.36149 0.91908 -1.29312
N -5.50635 2.42889 0.36438
N -4.29851 2.22322 -0.24393
N -4.19862 2.00647 -1.53446
C -2.91228 1.74532 -1.67192
N -2.27902 1.80969 -0.48693
N -3.20406 2.11077 0.42636
H -6.19292 2.64840 -0.35065
H -5.43130 3.15366 1.06951
H -2.45064 1.52299 -2.61440
S 0.10228 1.23222 -2.21441
C 0.41519 -0.38708 -2.80441
N 0.05456 -1.46759 -2.13132
C 0.20459 -2.83657 -2.65961
C 1.34794 -2.86764 -3.65786
C 1.16312 -1.77188 -4.69081
N 0.97637 -0.48671 -3.99257
H -0.45447 -1.32417 -1.27112
H -0.73424 -3.13974 -3.12562
H 0.39545 -3.49924 -1.81769
H 1.37290 -3.83729 -4.15164
H 2.30185 -2.73524 -3.14335
H 0.29519 -1.95959 -5.32478
H 2.03631 -1.67322 -5.33116
H 1.22831 0.37016 -4.46399
*
```

Calculated values
Maximum force in eV Å⁻¹: 0.4
Electronic energy in eV: -58854.340
ΔE to the lowest compared entry with this formula, charge and spin in kJ/mol: 0.00
Frontier orbital gap (alpha / beta) in eV: 7.936 / 7.057
<S²>: 0.760

Now the Mulliken charges, all in e:
1 Tc -0.12
2 C -0.49
3 C -0.41
4 C -0.44
5 C -0.39
6 C -0.31
7 H 0.51
8 H 0.54
9 H 0.50
10 H 0.57
11 H 0.52
12 C -0.81
13 N 0.13
14 C -0.64
15 C -0.46
16 N 0.50
17 C 0.24
18 S -0.22
19 C 0.19
20 C -0.88
21 C -0.80
22 C -1.21
23 C -0.71
24 N 1.47
25 H 0.34
26 H 0.35
27 H 0.35
28 H 0.48
29 H 0.55
30 H 0.58
31 H 0.50
32 H 0.55
33 H 0.79
34 N -0.59
35 N 1.00
36 N -0.81
37 C -0.53
38 N 0.71
39 N -0.53
40 H 0.34
41 H 0.29
42 H 0.58
43 S -0.38
44 C 0.76
45 N 0.14
46 C -0.59
47 C -0.57
48 C -0.66
49 N -0.18
50 H -0.14
51 H 0.36
52 H 0.37
53 H 0.38
54 H 0.27
55 H 0.31
56 H 0.41
57 H 0.26